No. 1
Here is a 4-piece molecular cluster, C8H16FNO6 overall in a non-equilibrium geometry from the OMol25 dataset. Energies are from ωB97M-V/def2-TZVPD.

* E_LUMO: -1.0 eV
* orbital gap: 8.3 eV
* E: -920.31119 hartree
* energy relative to the best compared isomer or geometry (same formula, charge and spin): 161.9 kJ/mol

```
32
Properties=species:S:1:pos:R:3:forces:R:3
N -8.3220 -4.9219 35.3010 -4.7 4.2 -0.6
H -9.0361 -4.4576 34.6809 1.2 -1.0 -0.4
H -7.7803 -5.5038 34.8661 4.1 -4.0 -5.4
H -8.7833 -5.5489 35.8552 -1.7 -1.2 3.2
H -7.7349 -4.2290 35.6283 1.2 1.8 2.0
F -8.1364 -5.3767 32.5176 0.0 0.3 0.8
C -4.8378 -5.9093 29.0216 0.7 0.3 -3.6
C -4.7959 -4.5958 29.5675 -1.9 0.5 3.2
C -4.8744 -4.5696 31.1201 -3.3 -2.8 1.2
O -3.7881 -3.8168 31.4665 -1.6 0.4 4.9
C -3.0662 -3.5441 30.4920 6.5 3.3 -2.6
O -1.9807 -2.9427 30.5535 -2.6 -1.4 -0.1
O -3.5606 -3.9796 29.3523 -0.3 0.2 -2.0
H -4.7404 -5.8086 27.9262 0.3 -0.4 0.3
H -5.6629 -6.4917 29.1670 -2.6 -1.0 0.8
H -4.0547 -6.4177 29.4256 2.5 -1.8 0.7
H -5.7114 -4.0692 29.3285 0.5 1.1 -1.1
H -4.8847 -5.5435 31.7898 0.4 1.3 -1.9
H -5.9004 -4.1829 31.3858 1.3 0.4 0.2
C -10.8763 -6.0218 29.7277 -4.8 -0.9 -0.3
C -9.9269 -4.8926 29.5031 1.6 2.1 0.9
C -8.4241 -5.1670 29.0090 -7.3 -4.4 -3.3
O -8.2210 -4.2300 28.0190 0.3 -0.6 -0.5
C -9.3706 -3.5928 27.7619 -0.6 2.8 -1.2
O -9.4628 -2.7184 26.9577 0.6 0.1 -1.0
O -10.3960 -3.8226 28.5569 0.5 -3.2 1.2
H -11.2515 -6.6346 28.7761 0.9 1.8 1.7
H -11.9141 -5.7347 30.3930 2.6 0.1 -2.4
H -10.6805 -6.8182 30.4153 1.7 -0.3 0.4
H -9.7309 -4.2718 30.3673 -0.6 -0.5 0.9
H -8.5757 -6.3369 28.7642 1.1 2.3 -0.9
H -7.7707 -5.1901 29.7133 4.1 0.7 4.7
```
Positions in Å, forces in eV/Å.

No. 2
Here is C6H9N as an isolated structure from the OMol25 dataset. Energies are from ωB97M-V/def2-TZVPD.

* E_LUMO (spin up / spin down): 0.2 / 0.2 eV
* orbital gap (spin up / spin down): 8.2 / 6.8 eV
* E: -288.54682 hartree
* energy relative to the best compared isomer or geometry (same formula, charge and spin): 617.6 kJ/mol

```
16
Properties=species:S:1:pos:R:3:forces:R:3
C 1.3617 -0.7603 0.8881 0.0 0.0 0.0
C 1.1226 0.1404 -0.3053 0.0 -0.2 -0.1
C -0.1124 -0.2229 -1.1647 0.4 -0.3 -0.3
C -1.6816 -0.1859 0.0661 -0.5 0.0 0.4
C 0.1095 1.1991 -0.2852 -0.1 0.4 0.1
C -1.0792 1.0704 0.6268 0.1 -0.3 -0.3
N -1.5516 1.7421 1.5370 0.2 0.0 -0.1
H 0.4320 -1.0261 1.3988 0.1 0.1 -0.1
H 1.8585 -1.6833 0.5716 -0.1 0.1 0.0
H 1.9981 -0.2538 1.6192 0.0 -0.1 -0.1
H 2.0270 0.3739 -0.8669 -0.2 0.0 0.1
H -0.1241 0.0275 -2.2235 0.0 0.0 0.2
H -2.5659 -0.0986 -0.5686 0.2 0.1 0.1
H -0.3491 -1.2873 -1.0324 0.1 0.1 0.0
H -1.6885 -1.0927 0.6844 -0.1 0.2 -0.1
H 0.3130 2.0935 -0.8793 -0.1 -0.2 0.1
```
Positions in Å, forces in eV/Å.

No. 3
Here is one molecule with the formula C22H30N4O4 in a non-equilibrium geometry from the OMol25 dataset. Energies are from ωB97M-V/def2-TZVPD.

* E_LUMO: 0.1 eV
* orbital gap: 8.0 eV
* SMILES string: CCCCOCCCn1c(N)c(C(=O)O[C@@H](C)COC)c2nc3ccccc3nc21
* E: -1376.34462 hartree
* energy relative to the best compared isomer or geometry (same formula, charge and spin): 240.9 kJ/mol

```
60
Properties=species:S:1:pos:R:3:forces:R:3
C -0.1335 -0.2536 -2.7391 0.0 -0.2 -0.1
C -0.1809 -1.7740 -2.6313 -0.1 0.1 0.2
C -1.1711 -2.2755 -1.5799 -0.2 -0.1 -0.2
C -2.6325 -2.0796 -1.9937 0.3 0.1 0.0
O -3.5706 -2.6571 -1.1086 -0.1 -0.2 0.1
C -3.7552 -1.9834 0.1177 0.1 0.0 0.1
C -3.0589 -2.6883 1.2969 -0.1 0.2 -0.1
C -2.6497 -1.6983 2.3931 -0.3 -0.5 -0.1
N -1.5507 -0.8682 1.9631 0.2 -0.3 0.1
C -0.2552 -1.2679 1.7792 0.4 0.2 -0.2
N 0.2128 -2.4779 2.1105 -0.1 0.0 0.1
C 0.4907 -0.2641 1.1498 0.2 -0.1 0.0
C 1.8849 -0.4291 0.8224 -0.2 -0.3 0.2
O 2.5282 -1.4257 1.1317 0.1 0.0 -0.1
O 2.3914 0.5961 0.1386 -0.2 0.2 0.0
C 3.7608 0.5198 -0.2510 0.9 -0.1 -0.2
C 3.9415 1.3820 -1.4894 -0.2 -0.3 0.3
C 4.6344 1.0188 0.9175 -0.4 -0.1 0.1
O 6.0107 1.0183 0.6404 0.0 0.1 -0.1
C 6.6079 -0.2566 0.6330 0.0 0.0 0.0
C -0.4055 0.8221 0.9223 -0.3 0.3 -0.1
N -0.2565 1.9958 0.3614 0.4 -0.5 0.2
C -1.3678 2.7654 0.3181 -0.6 0.0 0.1
C -1.2835 4.0419 -0.2727 -0.2 0.1 0.0
C -2.3856 4.8483 -0.3364 0.2 0.0 -0.1
C -3.6177 4.4195 0.1826 -0.2 -0.1 0.1
C -3.7379 3.1856 0.7607 0.0 0.2 -0.1
C -2.6230 2.3330 0.8433 0.4 0.3 -0.2
N -2.7707 1.1091 1.4175 0.4 -0.8 0.3
C -1.6822 0.3980 1.4449 -0.4 1.2 -0.3
H 0.5978 0.0443 -3.4872 0.1 0.1 -0.1
H 0.1522 0.1945 -1.7901 0.0 0.1 0.1
H -1.0985 0.1502 -3.0351 -0.1 0.1 0.0
H 0.8141 -2.1351 -2.3610 0.0 -0.1 -0.1
H -0.4376 -2.2033 -3.6028 0.1 -0.1 0.0
H -1.0074 -3.3426 -1.4106 0.0 0.0 0.1
H -0.9795 -1.7483 -0.6449 0.0 0.0 0.1
H -2.8492 -1.0086 -2.1121 0.0 -0.1 0.0
H -2.8124 -2.5797 -2.9496 0.1 0.1 0.0
H -4.8352 -1.9525 0.2993 0.1 0.1 0.0
H -3.4002 -0.9503 0.0369 -0.1 0.0 0.0
H -2.1734 -3.2030 0.9205 0.0 0.0 0.0
H -3.7243 -3.4415 1.7192 0.0 -0.1 0.0
H -2.3628 -2.2332 3.3044 -0.1 0.1 0.0
H -3.4781 -1.0255 2.6242 0.1 0.0 0.1
H -0.2965 -3.0974 2.7142 0.0 0.0 0.0
H 1.2159 -2.5761 1.9769 -0.1 -0.1 0.0
H 4.0010 -0.5313 -0.4604 0.0 0.2 0.0
H 5.0005 1.4676 -1.7159 0.1 0.0 0.0
H 3.4193 0.9471 -2.3372 0.0 0.0 -0.1
H 3.5348 2.3710 -1.2977 0.0 0.2 0.0
H 4.3724 2.0589 1.1292 -0.1 -0.1 0.0
H 4.4179 0.4061 1.8054 0.0 0.1 -0.1
H 6.2995 -0.8514 -0.2331 0.0 0.0 0.0
H 6.3646 -0.8115 1.5463 0.0 0.0 0.0
H 7.6825 -0.0884 0.5854 0.0 -0.1 0.0
H -0.3268 4.3497 -0.6648 0.1 0.0 0.0
H -2.3158 5.8266 -0.7889 0.0 0.1 0.0
H -4.4745 5.0743 0.1213 -0.1 0.0 0.0
H -4.6751 2.8353 1.1654 -0.1 0.0 0.0
```
Positions in Å, forces in eV/Å.

No. 4
Here is C5H6FO4Tl as an isolated structure in a non-equilibrium geometry from the OMol25 dataset. Energies are from ωB97M-V/def2-TZVPD.

* E_LUMO (spin up / spin down): -3.9 / -5.7 eV
* orbital gap (spin up / spin down): 10.0 / 9.0 eV
* E: -767.14380 hartree
* multiplicity: 2
* energy relative to the best compared isomer or geometry (same formula, charge and spin): 0.0 kJ/mol
* charge: +1

```
17
Properties=species:S:1:pos:R:3:forces:R:3
O 3.7813 0.7177 -2.5391 0.2 0.7 -0.2
C 4.5364 1.6327 -2.8999 0.2 -0.3 -0.1
H 5.6115 1.5317 -2.6699 -0.1 0.0 -0.3
H -0.5015 2.3234 -0.2744 0.1 -1.5 -2.0
C 4.1231 2.8025 -3.6081 0.1 0.4 0.1
H 3.1555 3.2840 -3.4552 0.1 -0.5 -0.2
H 4.8464 3.3099 -4.2463 -0.1 -0.1 0.3
C -0.2517 1.6789 -1.2321 -1.0 1.1 1.9
C -1.0059 1.9354 -2.5288 -0.1 0.2 0.1
O -1.2529 0.6161 -3.0230 -0.1 0.6 -0.6
C -0.9249 -0.3023 -2.1316 -0.7 -1.3 -0.1
O -0.3969 0.3094 -1.0182 0.2 0.6 0.8
O -1.0830 -1.4757 -2.2135 0.4 0.8 0.1
F 1.1037 1.9012 -1.4147 0.5 0.8 -0.5
H -0.3811 2.4801 -3.2465 -0.3 -0.1 0.2
H -1.9568 2.4505 -2.3568 0.2 -0.1 -0.1
Tl 2.3822 -0.0823 -0.7452 0.5 -1.2 0.7
```
Positions in Å, forces in eV/Å.

No. 5
Here is a 10-piece molecular cluster, C23H58ClF5N20O15S2 overall in a non-equilibrium geometry from the OMol25 dataset. Energies are from ωB97M-V/def2-TZVPD.

* E_LUMO: 0.3 eV
* orbital gap: 9.0 eV
* SMILES string: CCN[C@]1(CNC)OC(=O)[C@](C[C@H](C)Cl)(S(=O)(=O)C(F)(F)C(F)(F)F)[C@]1(S)COO.NC(N)=O.NC(N)=O.NC(N)=O.NC(N)=O.NC(N)=O.NC(N)=O.NC(N)=O.NC(N)=O.NC(N)=O
* E: -4891.00829 hartree

```
124
Properties=species:S:1:pos:R:3:forces:R:3
C 0.4231 -1.3859 0.6108 -1.0 -0.3 0.0
C -0.5107 -0.3928 -0.1493 1.4 -1.1 0.5
N -0.1813 0.9498 0.3141 -1.4 -0.3 -0.4
C -0.8199 2.0163 -0.3900 1.3 2.0 0.3
C -0.4576 2.1670 -1.9035 0.7 -1.4 -0.4
N 0.8286 1.4971 -2.2012 -0.1 0.6 -0.1
C 1.9096 2.4921 -2.3223 0.7 -0.3 0.0
O -0.1328 3.1996 0.1645 0.0 0.0 -0.2
C -0.8466 3.9142 1.0393 -0.8 -2.7 -0.7
O -0.4672 4.9216 1.4644 0.6 3.0 1.4
C -2.1674 3.1230 1.3865 0.4 0.7 -0.9
C -3.4567 3.9271 1.6414 0.0 0.5 0.3
C -3.3711 5.4372 1.3238 -0.6 0.1 0.7
C -3.1145 6.3162 2.5446 -1.0 -0.1 -1.2
Cl -5.0437 5.9048 0.7037 0.2 -0.1 -0.2
S -1.6002 2.1119 2.8369 1.3 -2.1 -1.1
O -1.9917 0.7381 2.7545 -1.9 0.0 0.1
O -0.1891 2.2158 2.9630 0.9 1.6 0.5
C -2.2656 2.8243 4.4147 0.7 -0.5 0.4
F -3.5054 2.4467 4.6354 -1.3 -0.3 -0.1
F -2.1910 4.1405 4.4143 0.0 1.1 -0.1
C -1.4179 2.3127 5.6237 0.1 0.2 -0.7
F -0.3191 3.0035 5.7263 1.3 0.9 0.0
F -1.1108 1.0527 5.5163 0.1 -1.5 -0.2
F -2.0928 2.4802 6.7364 -1.0 0.3 0.9
C -2.2717 2.3579 0.0328 -1.8 -1.1 -0.5
S -2.8320 3.5074 -1.3319 0.5 0.7 -0.2
C -3.2955 1.1838 -0.0502 0.3 -0.6 0.0
O -4.5877 1.5808 -0.4800 -0.1 1.0 1.3
O -4.9167 0.7947 -1.5813 -0.3 -1.1 -1.2
H 0.9886 -2.0106 -0.0779 0.3 0.2 0.1
H -0.2084 -2.0835 1.1691 0.2 0.0 0.1
H 1.0492 -0.8861 1.3484 0.2 0.0 -0.2
H -1.5265 -0.7009 0.0854 -0.1 0.5 0.0
H -0.3087 -0.5572 -1.2146 -0.3 0.4 -0.1
H 0.8173 1.1048 0.2346 0.0 -0.1 -0.1
H -0.3110 3.2180 -2.1541 -0.6 0.1 0.1
H -1.2006 1.6907 -2.5494 -0.2 0.2 0.2
H 0.7292 1.1040 -3.1305 0.0 -0.2 0.1
H 1.8469 3.2466 -1.5390 -0.2 0.0 0.0
H 1.9273 2.9629 -3.3105 -0.3 0.2 0.2
H 2.8880 2.0140 -2.2014 -0.2 -0.1 0.1
H -4.2628 3.5189 1.0359 0.2 -0.3 0.0
H -3.8205 3.8508 2.6687 0.1 -0.1 -0.1
H -2.7148 5.6725 0.4956 0.1 -0.1 0.0
H -3.2106 7.3461 2.2036 0.4 0.1 0.2
H -3.9422 6.1770 3.2453 0.3 -0.2 0.2
H -2.1566 6.1410 2.9945 0.1 -0.1 -0.1
H -4.0120 4.0485 -0.9584 0.2 -0.5 0.4
H -3.4301 0.6449 0.8902 0.3 0.2 0.1
H -2.9388 0.4684 -0.7906 0.1 0.1 0.0
H -5.4891 1.3647 -2.1151 0.2 0.2 0.2
N -1.6569 3.4463 -4.8681 0.0 0.0 0.2
C -0.5891 3.2283 -5.6946 -0.2 0.0 -0.2
N -0.8228 3.4237 -7.0159 0.1 -0.4 0.1
O 0.5023 2.8791 -5.2614 0.0 -0.1 0.1
H -2.5626 3.7294 -5.1896 0.0 0.0 0.0
H -1.5089 3.3109 -3.8855 -0.1 0.1 0.0
H -0.0535 3.2739 -7.6520 -0.1 0.3 0.0
H -1.7084 3.7100 -7.3864 0.0 0.0 0.0
N -0.4035 9.0314 5.5897 0.0 0.2 0.0
C -1.0060 7.8302 5.3538 0.0 0.0 0.0
N -0.9996 6.9617 6.4069 -0.1 -0.2 0.1
O -1.5129 7.5520 4.2799 0.3 0.3 0.5
H 0.0192 9.2805 6.4634 0.0 0.0 0.0
H -0.3906 9.6925 4.8349 0.0 0.0 0.0
H -1.4334 6.0679 6.2663 0.0 0.0 0.0
H -0.5885 7.1689 7.2970 0.0 0.0 0.0
N -8.4311 6.8334 1.2497 0.1 -0.1 0.0
C -8.6672 8.1789 1.2954 0.0 -0.1 0.0
N -9.9792 8.5393 1.1414 -0.2 0.1 0.0
O -7.7824 8.9955 1.4600 0.0 0.1 0.0
H -9.1494 6.1480 1.1150 0.0 0.0 0.0
H -7.4799 6.5277 1.3587 0.0 0.0 0.0
H -10.1901 9.5195 1.1695 0.0 0.0 0.0
H -10.7246 7.8838 1.0047 0.0 0.0 0.0
N 3.0629 4.7635 -8.7082 0.0 0.1 0.1
C 2.0307 4.2449 -9.4274 0.2 0.0 0.0
N 2.3779 3.6696 -10.6141 -0.1 -0.1 -0.1
O 0.8742 4.2921 -9.0354 0.1 0.0 -0.2
H 4.0189 4.7365 -9.0074 0.0 0.0 0.0
H 2.8383 5.1917 -7.8280 0.0 -0.1 0.0
H 1.6381 3.2779 -11.1672 0.0 0.0 0.0
H 3.3193 3.6198 -10.9539 0.0 0.0 0.0
N -0.5874 -4.3845 3.8396 -0.2 -0.1 -0.1
C 0.7460 -4.6359 3.6651 0.0 0.3 0.1
N 1.5773 -3.8770 4.4286 0.2 -0.2 0.0
O 1.1570 -5.4775 2.8837 -0.1 -0.3 -0.1
H -0.9448 -3.6972 4.4755 0.1 0.0 0.0
H -1.2313 -4.9246 3.2922 0.0 0.0 0.0
H 2.5678 -4.0289 4.3290 0.0 0.1 0.1
H 1.2591 -3.1822 5.0772 0.0 0.0 0.0
N 2.5502 -7.5940 0.8695 -0.1 0.1 0.2
C 3.8700 -7.3493 0.6154 0.0 -0.1 0.0
N 4.4103 -8.0979 -0.3913 -0.1 0.0 0.3
O 4.5202 -6.5262 1.2380 0.1 0.0 0.0
H 2.0088 -8.2683 0.3644 0.1 0.0 -0.1
H 2.1080 -7.0644 1.6031 0.0 0.2 0.0
H 5.3733 -7.9448 -0.6074 -0.1 0.0 -0.1
H 3.9031 -8.7800 -0.9206 0.1 0.1 -0.2
N 7.4885 -8.8930 -2.4972 -0.1 0.1 0.2
C 6.4350 -9.4454 -3.1712 0.1 -0.1 -0.2
N 6.7668 -10.0960 -4.3186 -0.3 -0.1 -0.2
O 5.2816 -9.3609 -2.7733 0.1 -0.1 0.0
H 8.4386 -8.9524 -2.8096 0.0 0.0 0.0
H 7.2886 -8.4033 -1.6457 0.1 0.0 0.0
H 6.0170 -10.5206 -4.8446 0.0 -0.1 0.0
H 7.7059 -10.1748 -4.6591 0.0 0.0 0.0
N 3.0593 -11.9365 -3.6321 0.2 -0.1 0.1
C 3.1469 -12.1413 -4.9751 -0.1 0.1 0.2
N 1.9531 -12.3212 -5.6142 -0.1 -0.1 -0.2
O 4.2129 -12.1634 -5.5692 0.2 0.1 0.0
H 2.1938 -11.9140 -3.1281 0.0 0.0 0.0
H 3.9196 -11.7949 -3.1319 0.0 0.2 0.0
H 1.9827 -12.4742 -6.6052 0.0 0.0 0.0
H 1.0657 -12.3072 -5.1493 0.0 0.0 0.0
N 5.8296 -5.2613 7.2488 0.1 0.1 0.1
C 4.6371 -5.0127 6.6311 0.0 -0.2 0.0
N 3.8312 -6.1013 6.4663 -0.2 0.0 0.0
O 4.3171 -3.8993 6.2532 -0.1 0.1 -0.1
H 6.1135 -6.1683 7.5660 0.0 0.0 0.0
H 6.4463 -4.4817 7.3836 0.0 0.0 0.0
H 2.9474 -5.9536 6.0119 0.0 0.0 0.0
H 4.0756 -7.0253 6.7667 0.0 0.0 0.0
```
Positions in Å, forces in eV/Å.

No. 6
Here is C11H3Cl2CoF5N5O2S as an isolated structure from the OMol25 dataset. Energies are from ωB97M-V/def2-TZVPD.

* E_LUMO (spin up / spin down): -7.8 / -10.8 eV
* orbital gap (spin up / spin down): 8.5 / 5.6 eV
* E: -4044.91429 hartree
* multiplicity: 5
* energy relative to the best compared isomer or geometry (same formula, charge and spin): 159.2 kJ/mol
* charge: +2

```
30
Properties=species:S:1:pos:R:3:forces:R:3
Co -0.9484 0.4575 0.0805 0.0 -0.1 0.0
Cl -2.8744 1.9486 0.0561 0.0 0.0 0.0
C -3.9517 0.5234 0.0046 0.0 0.0 0.0
Cl -2.9332 -0.9301 -0.2676 0.0 0.0 0.0
H -4.6360 0.6285 -0.8290 0.0 0.0 0.0
H -4.4450 0.4199 0.9641 0.0 0.0 0.0
N 2.0871 0.6590 -2.9333 0.0 0.0 0.0
C 1.0446 0.2648 -2.3815 0.0 0.0 0.1
H 2.3665 0.2163 -3.8015 0.0 0.0 0.0
O -0.4513 0.2733 1.8988 0.0 0.1 0.0
N 0.4910 0.0906 2.7500 0.0 -0.1 0.0
C 1.6916 0.5560 2.4884 0.0 0.1 0.0
C 1.8373 1.2563 1.2682 0.1 -0.1 0.0
N 1.6272 1.8201 0.2884 0.0 0.0 0.0
C 2.7847 0.3285 3.3773 0.0 -0.1 0.0
N 3.6870 0.1319 4.0575 0.0 0.0 0.0
O 1.1625 2.0144 -0.9109 0.0 0.0 0.0
N 0.4310 0.7823 -1.2707 0.0 0.1 0.0
F 3.1681 -5.8669 -3.0105 0.0 0.0 0.0
C 2.4565 -4.7925 -3.0064 0.0 0.0 0.0
C 2.7123 -3.8061 -2.0215 0.0 0.0 0.0
F 3.6455 -4.0250 -1.1325 0.0 0.0 0.0
C 1.9619 -2.6684 -2.0054 0.0 0.0 0.0
F 2.1497 -1.7791 -1.0459 0.0 0.0 0.0
C 0.9433 -2.4507 -2.9745 0.0 0.1 0.0
S -0.0343 -1.0639 -3.0914 0.0 0.0 0.0
C 0.6886 -3.4859 -3.9289 0.0 0.0 0.0
F -0.2688 -3.3002 -4.8052 0.0 0.0 0.0
C 1.4332 -4.6333 -3.9573 0.0 0.0 0.0
F 1.2211 -5.5704 -4.8435 0.0 0.0 0.0
```
Positions in Å, forces in eV/Å.